1.
DFT (ωB97M-V/def2-TZVPD) results for 5 unconnected molecules or ions with the total composition H8IO4.

Each line ends with the natural charge from an NBO analysis.
Positions of all 13 atoms, in Å:
1 I 0.2294 0.4773 0.6453  -0.93
2 O -2.7872 2.1988 2.0527  -0.96
3 H -2.1350 1.7059 1.5214  0.50
4 H -3.4135 2.5372 1.4056  0.45
5 O 1.2940 -1.5697 -2.1466  -0.97
6 H 1.0700 -1.1783 -1.2754  0.49
7 H 2.2512 -1.6714 -2.1215  0.46
8 O -2.2594 -2.1738 0.8372  -0.97
9 H -1.5467 -1.5030 0.7593  0.50
10 H -1.7940 -2.9874 1.0530  0.45
11 O 3.1958 1.4602 -1.2686  -0.97
12 H 3.5967 1.5709 -0.4014  0.46
13 H 2.2988 1.1335 -1.0612  0.50

## Properties
HOMO: -4.74 eV
Total charge: -1
Energy above the lowest of the compared OMol25 structures with the same formula, charge and spin: 0.2455 eV

---

2.
DFT (ωB97M-V/def2-TZVPD) results for 5 unconnected molecules or ions with the total composition H8IO4.

Each line ends with the natural charge from an NBO analysis.
Positions of all 13 atoms, in Å:
1 I 1.4261 -0.4349 1.1787  -0.93
2 O -1.2344 0.4975 -1.1424  -0.95
3 H -0.9958 0.2819 -0.2232  0.49
4 H -2.1814 0.2503 -1.2499  0.45
5 O 1.9255 -1.1078 -2.2705  -0.96
6 H 2.0283 -0.9132 -1.3350  0.50
7 H 2.4602 -0.4749 -2.7360  0.45
8 O -0.0898 2.7498 0.9846  -0.96
9 H 0.4122 1.9411 1.1414  0.48
10 H 0.5431 3.0534 0.3553  0.45
11 O -1.5397 -2.3395 1.8457  -0.95
12 H -2.0371 -1.5743 1.5057  0.45
13 H -0.7172 -1.9293 1.9457  0.49

## Properties
HOMO: -4.62 eV
Total charge: -1
Energy above the lowest of the compared OMol25 structures with the same formula, charge and spin: 0.7062 eV

---

3.
DFT (ωB97M-V/def2-TZVPD) results for a molecular structure, H8MgO12S2.

Each line ends with the natural charge from an NBO analysis.
Positions of all 23 atoms, in Å:
1 Mg -0.1986 -0.5563 0.2276  1.79
2 S -0.1581 1.1990 -2.5271  2.61
3 O -0.9399 2.2944 -1.9486  -1.08
4 O -0.3607 0.0652 -1.5527  -1.29
5 O -0.7154 0.7635 -3.8126  -1.12
6 O 1.2702 1.4916 -2.6409  -1.06
7 S 1.3052 2.3053 1.1074  2.61
8 O 1.7709 2.2622 2.5148  -1.14
9 O 0.7061 0.9787 0.7751  -1.26
10 O 0.2504 3.3076 0.9667  -1.09
11 O 2.4415 2.6182 0.2114  -1.06
12 O 1.4983 -1.5492 -0.3072  -0.98
13 H 2.2525 -2.1168 -0.1426  0.48
14 H 1.4471 -1.4761 -1.2723  0.52
15 O 0.0766 -1.6047 2.0072  -0.98
16 H -0.2044 -2.3782 2.4993  0.47
17 H 0.6082 -1.0926 2.6309  0.52
18 O -1.1862 -2.1777 -0.4641  -0.96
19 H -1.1073 -3.1149 -0.2701  0.47
20 H -1.9649 -2.1054 -1.0244  0.51
21 O -1.9468 0.0646 1.0017  -0.99
22 H -1.9954 1.0233 0.8390  0.54
23 H -2.8492 -0.2019 1.1814  0.47

## Properties
HOMO: 0.17 eV
Total charge: -2
Energy above the lowest of the compared OMol25 structures with the same formula, charge and spin: 1.6640 eV

---

4.
DFT (ωB97M-V/def2-TZVPD) results for a single H8N2OSi3 molecule.

Each line ends with the natural charge from an NBO analysis.
Positions of all 14 atoms, in Å:
1 O -3.2394 -1.1585 0.2310  -1.08
2 Si -2.4656 0.2618 -0.0183  1.63
3 N -0.7085 0.0923 0.0321  -1.53
4 Si 0.8090 0.9677 -0.1075  1.53
5 N 1.9935 -0.3373 0.1180  -1.56
6 Si 3.6053 -0.6281 0.0905  1.38
7 H -3.3007 -1.4373 1.1861  0.49
8 H -3.1812 1.3699 0.7830  -0.23
9 H -2.7203 0.2642 -1.3644  -0.26
10 H -0.4031 -0.8041 0.3654  0.43
11 H 1.2075 1.6572 -1.4063  -0.20
12 H 1.0896 1.7516 1.0210  -0.24
13 H 4.7111 0.3050 -0.1634  -0.19
14 H 3.8982 -2.0960 0.2276  -0.18

## Properties
HOMO: -9.37 eV
Total charge: 0
Energy above the lowest of the compared OMol25 structures with the same formula, charge and spin: 1.8581 eV

---

5.
DFT (ωB97M-V/def2-TZVPD) results for a molecular structure, H8O12S2Zn.

Each line ends with the natural charge from an NBO analysis.
Positions of all 23 atoms, in Å:
1 Zn 15.9101 15.8281 -13.1750  1.76
2 S 17.0471 13.2122 -14.9440  2.57
3 O 17.6217 12.0927 -14.1768  -0.92
4 O 16.5664 14.2267 -13.9696  -1.20
5 O 17.9765 13.8792 -15.8852  -0.98
6 O 15.9046 12.7209 -15.7107  -0.70
7 S 13.5390 15.6362 -15.4099  2.64
8 O 12.6560 14.7568 -14.6885  -1.08
9 O 14.0502 14.7682 -16.4159  -0.92
10 O 12.7817 16.7121 -15.9843  -1.03
11 O 14.5318 16.2474 -14.5456  -1.20
12 O 17.2413 17.1319 -13.9936  -0.98
13 H 17.3853 17.1085 -14.9396  0.53
14 H 17.7363 17.8946 -13.6943  0.49
15 O 15.0310 17.4363 -12.1507  -0.97
16 H 15.2043 18.2277 -11.6410  0.49
17 H 14.1344 17.1935 -11.9198  0.51
18 O 14.1868 14.6085 -12.4132  -1.02
19 H 13.6344 14.4790 -13.1840  0.53
20 H 13.5910 14.5065 -11.6710  0.47
21 O 17.2245 15.5294 -11.5790  -0.96
22 H 18.1576 15.4599 -11.7809  0.51
23 H 17.1966 15.7717 -10.6534  0.49

## Properties
HOMO (spin up / spin down): -4.54 / -3.35 eV
Total charge: -1
Energy above the lowest of the compared OMol25 structures with the same formula, charge and spin: 0.1639 eV
Multiplicity: 2

---

6.
DFT (ωB97M-V/def2-TZVPD) results for 4 unconnected molecules or ions with the total composition H8O4.

Each line ends with the natural charge from an NBO analysis.
Positions of all 12 atoms, in Å:
1 O -0.4937 0.4238 -1.1062  -0.98
2 H -0.1229 -0.4245 -0.8627  0.47
3 H 0.1706 0.8239 -1.6673  0.48
4 O 0.1193 -1.3810 1.3332  -1.36
5 H 0.8393 -0.8795 1.7157  0.37
6 H 0.0249 -2.1412 1.9071  0.37
7 O 1.7206 1.8595 -1.6533  -1.14
8 H 2.3184 1.7999 -2.3985  0.43
9 H 2.1150 2.5181 -1.0815  0.43
10 O -2.4123 -0.5566 1.1177  -0.99
11 H -1.4758 -0.7537 1.1014  0.49
12 H -2.8034 -1.2887 1.5944  0.44

## Properties
HOMO (spin up / spin down): 0.86 / -6.85 eV
Total charge: -1
Energy above the lowest of the compared OMol25 structures with the same formula, charge and spin: 0.6838 eV
Multiplicity: 2

---

7.
DFT (ωB97M-V/def2-TZVPD) results for 4 unconnected molecules or ions with the total composition H8O4.

Each line ends with the natural charge from an NBO analysis.
Positions of all 12 atoms, in Å:
1 O -5.7393 0.7169 5.6718  -0.93
2 H -5.6635 0.2308 6.5028  0.47
3 H -5.4503 1.5560 5.9365  0.47
4 O -5.9605 -1.9430 3.4577  -0.95
5 H -5.6591 -1.2925 4.0946  0.48
6 H -6.8691 -2.1707 3.6474  0.47
7 O 7.1707 -0.4501 -6.3106  -0.92
8 H 7.1717 -1.1890 -6.9135  0.46
9 H 6.2154 -0.3378 -6.2300  0.46
10 O 5.1986 1.5731 -3.2097  -0.98
11 H 4.5843 1.7781 -2.5122  0.49
12 H 5.0011 1.5281 -4.1347  0.49

## Properties
HOMO: -11.22 eV
Total charge: 0
Energy above the lowest of the compared OMol25 structures with the same formula, charge and spin: 1.4897 eV

---

8.
DFT (ωB97M-V/def2-TZVPD) results for 4 unconnected molecules or ions with the total composition H8O4.

Each line ends with the natural charge from an NBO analysis.
Positions of all 12 atoms, in Å:
1 O -1.6933 0.2067 -1.0641  -0.95
2 H -1.9996 1.1878 -0.8829  0.49
3 H -2.5594 -0.2341 -1.1497  0.48
4 O 0.2525 -0.5914 0.7626  -0.99
5 H 0.8457 -1.2145 0.3498  0.50
6 H -0.4801 -0.6013 0.1062  0.49
7 O -0.4194 1.9102 1.8827  -0.96
8 H -1.1262 2.0710 1.4435  0.43
9 H -0.0125 1.0394 1.4201  0.50
10 O 2.1716 -1.5529 -0.9529  -0.95
11 H 2.0620 -0.6522 -1.4179  0.49
12 H 2.9589 -1.5687 -0.4975  0.48

## Properties
HOMO: -10.51 eV
Total charge: 0
Energy above the lowest of the compared OMol25 structures with the same formula, charge and spin: 1.6680 eV

---

9.
DFT (ωB97M-V/def2-TZVPD) results for 4 unconnected molecules or ions with the total composition H8O4.

Each line ends with the natural charge from an NBO analysis.
Positions of all 12 atoms, in Å:
1 O 0.4203 -0.3568 0.5956  -1.02
2 H 1.2646 0.1168 0.5849  0.50
3 H -0.2489 0.4285 0.6898  0.50
4 O -1.6770 -1.4671 -0.1480  -0.99
5 H -1.0353 -1.5366 0.6457  0.51
6 H -1.1142 -1.0798 -0.8504  0.48
7 O -1.8833 1.2577 -0.0612  -0.97
8 H -2.4744 1.9665 0.2373  0.48
9 H -2.4531 0.5189 -0.3009  0.50
10 O 2.9048 0.1527 -0.0787  -0.94
11 H 2.8918 -0.6650 -0.5953  0.48
12 H 3.4048 0.6644 -0.7188  0.48

## Properties
HOMO: -10.68 eV
Total charge: 0
Energy above the lowest of the compared OMol25 structures with the same formula, charge and spin: 1.0322 eV

---

10.
DFT (ωB97M-V/def2-TZVPD) results for 4 unconnected molecules or ions with the total composition H8O4.

Each line ends with the natural charge from an NBO analysis.
Positions of all 12 atoms, in Å:
1 O -0.5320 0.7474 0.8864  -0.95
2 H 0.0169 0.0786 0.4770  0.47
3 H -1.3045 0.8012 0.3239  0.48
4 O -3.0933 0.9348 -1.9806  -0.94
5 H -3.1365 1.8286 -2.3204  0.47
6 H -3.1140 0.3803 -2.7605  0.47
7 O 0.1438 -0.3423 4.9042  -0.94
8 H 0.7437 -1.0727 4.7528  0.46
9 H 0.1651 0.1586 4.0888  0.47
10 O 3.4510 -1.1786 -2.4085  -0.93
11 H 3.3654 -0.4118 -2.9749  0.47
12 H 3.2944 -1.9240 -2.9883  0.47

## Properties
HOMO: -11.20 eV
Total charge: 0
Energy above the lowest of the compared OMol25 structures with the same formula, charge and spin: 1.0599 eV

---

11.
DFT (ωB97M-V/def2-TZVPD) results for 4 unconnected molecules or ions with the total composition H8O4.

Each line ends with the natural charge from an NBO analysis.
Positions of all 12 atoms, in Å:
1 O -15.5278 -20.6803 11.2546  -0.93
2 H -16.3490 -20.2282 11.0352  0.46
3 H -15.5212 -21.4701 10.7028  0.47
4 O -19.4521 -16.3866 8.3570  -0.95
5 H -19.3366 -17.2245 8.8372  0.48
6 H -20.0641 -15.8745 8.8954  0.47
7 O -19.1521 -18.8888 9.5914  -0.97
8 H -19.4437 -19.1721 8.7132  0.49
9 H -19.0409 -19.7075 10.0890  0.49
10 O -19.5320 -17.4820 12.3767  -0.95
11 H -19.3935 -16.5351 12.4844  0.47
12 H -19.3178 -17.6596 11.4531  0.48

## Properties
HOMO: -11.42 eV
Total charge: 0
Energy above the lowest of the compared OMol25 structures with the same formula, charge and spin: 1.0302 eV

---

12.
DFT (ωB97M-V/def2-TZVPD) results for 4 unconnected molecules or ions with the total composition H8O4.

Each line ends with the natural charge from an NBO analysis.
Positions of all 12 atoms, in Å:
1 O 4.4233 5.5752 -18.9695  -0.95
2 H 4.5741 4.6216 -18.9557  0.49
3 H 4.6001 5.8801 -18.0750  0.46
4 O 1.5676 0.3738 -22.1173  -0.94
5 H 0.8177 0.9730 -22.1809  0.47
6 H 2.3111 0.8717 -22.4730  0.47
7 O 3.6685 2.3705 -23.4818  -0.97
8 H 3.3400 1.8489 -24.2233  0.48
9 H 3.9418 3.2069 -23.8743  0.49
10 O 4.2960 2.8094 -20.5752  -0.95
11 H 4.8830 2.1746 -20.9961  0.47
12 H 3.6108 2.9642 -21.2329  0.48

## Properties
HOMO: -11.04 eV
Total charge: 0
Energy above the lowest of the compared OMol25 structures with the same formula, charge and spin: 0.8686 eV